{"formula": "C49H73BF21N2O19", "method": "wB97M-V/def2-TZVPD", "elements": ["C", "C", "O", "C", "B", "N", "O", "C", "C", "C", "C", "C", "O", "C", "C", "C", "C", "O", "C", "C", "C", "C", "C", "C", "C", "C", "N", "C", "O", "H", "H", "H", "H", "H", "H", "H", "H", "H", "H", "H", "H", "H", "H", "H", "H", "H", "H", "H", "H", "H", "H", "H", "H", "H", "H", "H", "H", "H", "H", "H", "H", "H", "H", "H", "H", "H", "H", "C", "C", "O", "C", "O", "C", "F", "F", "F", "H", "H", "H", "H", "H", "C", "C", "O", "C", "O", "C", "F", "F", "F", "H", "H", "H", "H", "H", "C", "C", "O", "C", "O", "C", "F", "F", "F", "H", "H", "H", "H", "H", "C", "C", "O", "C", "O", "C", "F", "F", "F", "H", "H", "H", "H", "H", "C", "C", "O", "C", "O", "C", "F", "F", "F", "H", "H", "H", "H", "H", "C", "C", "O", "C", "O", "C", "F", "F", "F", "H", "H", "H", "H", "H", "C", "C", "O", "C", "O", "C", "F", "F", "F", "H", "H", "H", "H", "H"], "xyz": [[2.930, 6.688, 3.639], [1.365, 6.206, 3.913], [0.672, 6.074, 2.621], [1.041, 4.789, 1.945], [-0.345, 3.910, 1.854], [-1.447, 4.864, 1.379], [-0.295, 2.539, 1.243], [-0.261, 1.475, 2.303], [-0.556, -0.072, 1.780], [-1.938, -0.234, 0.914], [-2.950, -1.276, 1.721], [-3.690, -2.362, 0.714], [-3.209, -3.734, 1.080], [1.342, 1.409, 2.629], [1.784, 1.945, 4.111], [3.420, 1.623, 4.243], [3.554, 0.014, 4.666], [3.847, -0.123, 6.102], [5.345, -0.137, 6.159], [-1.304, 2.186, 3.343], [-2.901, 2.366, 2.880], [-3.731, 3.427, 3.821], [-1.505, 1.567, 4.862], [-1.343, 2.600, 6.170], [-1.635, 1.796, 7.594], [-2.017, 0.223, 7.751], [-2.115, -0.645, 6.543], [-1.890, 0.029, 5.234], [-0.840, 3.591, 3.240], [3.483, 5.779, 3.136], [2.879, 7.548, 2.842], [3.428, 7.010, 4.658], [1.376, 5.238, 4.571], [0.892, 7.062, 4.596], [1.935, 4.258, 2.485], [1.344, 5.114, 0.838], [-1.989, 4.466, 0.581], [-2.095, 5.025, 2.208], [-0.485, -0.777, 2.728], [0.327, -0.434, 1.063], [-1.664, -0.800, -0.100], [-2.448, 0.773, 0.606], [-3.799, -0.710, 2.312], [-2.322, -1.934, 2.491], [-3.544, -2.120, -0.422], [-4.842, -2.362, 1.001], [-3.337, -3.866, 2.085], [1.752, 0.291, 2.543], [1.999, 2.023, 1.843], [1.278, 1.259, 4.933], [1.588, 3.084, 4.292], [3.945, 2.255, 5.077], [3.960, 1.743, 3.185], [2.501, -0.500, 4.440], [4.340, -0.567, 4.022], [5.793, -1.106, 5.680], [5.798, 0.801, 5.593], [5.677, -0.080, 7.285], [-3.387, 1.296, 3.090], [-3.026, 2.550, 1.731], [-3.178, 4.436, 4.035], [-3.971, 2.924, 4.874], [-4.771, 3.635, 3.310], [-1.101, 3.740, 6.078], [-1.577, 2.437, 8.593], [-2.215, -0.212, 8.841], [-2.012, -0.683, 4.281], [-1.345, -2.755, -4.344], [-2.663, -3.279, -4.885], [-3.750, -2.440, -4.462], [-3.948, -1.296, -5.192], [-3.256, -0.968, -6.151], [-5.161, -0.530, -4.668], [-5.180, -0.434, -3.308], [-6.336, -1.126, -5.022], [-5.228, 0.749, -5.137], [-1.392, -2.646, -3.255], [-0.526, -3.434, -4.596], [-1.113, -1.767, -4.753], [-2.854, -4.277, -4.478], [-2.643, -3.374, -5.976], [-0.916, -3.677, 5.036], [-0.636, -5.088, 5.521], [-0.369, -5.959, 4.411], [0.905, -5.920, 3.906], [1.792, -5.192, 4.343], [1.062, -6.927, 2.769], [0.022, -6.897, 1.887], [1.134, -8.211, 3.227], [2.190, -6.726, 2.029], [-1.726, -3.677, 4.299], [-1.198, -3.030, 5.871], [-0.039, -3.246, 4.545], [-1.521, -5.482, 6.030], [0.188, -5.111, 6.244], [1.034, -0.769, -9.499], [1.995, -1.903, -9.192], [2.591, -1.722, -7.898], [1.836, -2.120, -6.825], [0.710, -2.601, -6.921], [2.608, -1.919, -5.522], [3.227, -0.706, -5.456], [3.588, -2.855, -5.357], [1.817, -2.001, -4.415], [1.538, 0.199, -9.401], [0.640, -0.860, -10.515], [0.192, -0.762, -8.801], [2.811, -1.899, -9.922], [1.503, -2.880, -9.263], [3.523, -5.830, -5.552], [4.568, -6.479, -6.440], [4.319, -7.888, -6.565], [3.366, -8.253, -7.482], [2.737, -7.454, -8.170], [3.240, -9.774, -7.548], [3.198, -10.355, -6.314], [4.291, -10.348, -8.202], [2.116, -10.189, -8.198], [3.475, -6.335, -4.581], [3.756, -4.774, -5.389], [2.526, -5.900, -5.997], [5.557, -6.371, -5.982], [4.616, -6.002, -7.425], [3.637, 3.483, -2.109], [3.864, 2.820, -3.455], [4.860, 3.531, -4.205], [6.166, 3.253, -3.890], [6.505, 2.456, -3.021], [7.115, 4.037, -4.795], [6.753, 5.345, -4.935], [7.163, 3.521, -6.058], [8.400, 4.047, -4.341], [3.388, 4.541, -2.238], [2.823, 2.992, -1.568], [4.538, 3.441, -1.489], [2.940, 2.855, -4.040], [4.137, 1.764, -3.346], [-2.531, 3.514, -7.412], [-2.244, 3.860, -8.861], [-0.887, 4.302, -9.015], [0.063, 3.316, -9.101], [-0.190, 2.116, -9.048], [1.449, 3.923, -9.313], [1.695, 4.980, -8.486], [1.616, 4.389, -10.584], [2.460, 3.033, -9.099], [-2.289, 4.360, -6.759], [-3.585, 3.255, -7.277], [-1.921, 2.669, -7.078], [-2.886, 4.690, -9.174], [-2.459, 3.018, -9.529], [-8.124, 1.767, 10.472], [-6.688, 2.256, 10.427], [-5.782, 1.188, 10.748], [-5.481, 0.325, 9.726], [-5.942, 0.419, 8.592], [-4.473, -0.725, 10.190], [-4.784, -1.255, 11.407], [-3.215, -0.209, 10.312], [-4.368, -1.780, 9.334], [-8.344, 1.307, 11.442], [-8.820, 2.594, 10.308], [-8.307, 1.004, 9.709], [-6.542, 3.034, 11.183], [-6.441, 2.699, 9.456]], "spin_multiplicity": 1, "gap_ev": 6.19, "charge": -1, "energy_ev": -151612.8039}

=====

{"formula": "C49H73N2O3ReSbSi", "method": "wB97M-V/def2-TZVPD", "elements": ["Re", "C", "C", "C", "C", "C", "C", "C", "N", "C", "C", "C", "C", "C", "C", "O", "C", "C", "C", "C", "C", "C", "C", "C", "C", "O", "C", "C", "C", "C", "C", "C", "H", "H", "H", "H", "H", "H", "H", "H", "H", "H", "H", "H", "H", "H", "H", "H", "H", "H", "H", "H", "H", "H", "H", "H", "H", "H", "H", "H", "H", "H", "H", "H", "H", "H", "H", "H", "H", "H", "H", "H", "C", "Si", "C", "C", "N", "C", "C", "C", "C", "C", "C", "O", "C", "C", "C", "C", "C", "C", "H", "H", "H", "H", "H", "H", "H", "H", "H", "H", "H", "H", "H", "H", "H", "H", "H", "H", "C", "C", "Sb", "C", "C", "C", "C", "H", "H", "H", "H", "H", "H", "H", "H", "H", "H", "H", "H", "H", "H", "H"], "xyz": [[-0.073, -0.887, -1.063], [-1.909, 6.162, 1.479], [-1.378, 4.847, 2.051], [0.032, 5.093, 2.613], [-2.311, 4.391, 3.184], [-1.305, 3.741, 0.999], [-0.823, 2.505, 1.354], [-0.764, 1.499, 0.383], [-0.356, 0.203, 0.527], [-0.071, -0.468, 1.740], [-0.509, -0.133, 3.014], [-0.113, -0.908, 4.093], [0.729, -1.995, 3.850], [1.153, -2.396, 2.582], [0.686, -1.629, 1.522], [0.951, -1.906, 0.211], [2.060, -3.604, 2.353], [3.346, -3.136, 1.648], [1.328, -4.654, 1.501], [2.464, -4.269, 3.670], [-0.616, -0.541, 5.490], [-0.020, -1.442, 6.572], [-2.145, -0.685, 5.518], [-0.231, 0.913, 5.804], [-1.095, 1.773, -0.977], [-0.859, 0.763, -1.793], [-1.615, 3.021, -1.362], [-1.719, 3.945, -0.338], [-2.100, 3.408, -2.764], [-1.397, 4.704, -3.203], [-1.833, 2.349, -3.838], [-3.617, 3.643, -2.693], [-1.933, 6.912, 2.271], [-2.928, 6.062, 1.098], [-1.269, 6.549, 0.682], [0.003, 5.915, 3.329], [0.729, 5.364, 1.816], [0.426, 4.217, 3.133], [-2.350, 5.154, 3.963], [-1.963, 3.463, 3.646], [-3.327, 4.229, 2.815], [-0.457, 2.328, 2.353], [-1.188, 0.692, 3.165], [1.061, -2.576, 4.697], [3.137, -2.653, 0.692], [4.001, -3.991, 1.467], [3.889, -2.425, 2.275], [0.990, -4.252, 0.545], [0.456, -5.039, 2.033], [1.995, -5.496, 1.302], [3.007, -3.584, 4.324], [3.124, -5.110, 3.454], [1.600, -4.662, 4.210], [-0.302, -2.488, 6.434], [-0.398, -1.130, 7.546], [1.070, -1.372, 6.604], [-2.444, -1.713, 5.299], [-2.630, -0.026, 4.793], [-2.526, -0.424, 6.507], [0.851, 1.054, 5.743], [-0.551, 1.172, 6.814], [-0.709, 1.620, 5.120], [-2.131, 4.912, -0.588], [-0.310, 4.584, -3.188], [-1.653, 5.554, -2.571], [-1.695, 4.954, -4.222], [-0.765, 2.160, -3.960], [-2.214, 2.719, -4.791], [-2.333, 1.404, -3.622], [-3.874, 4.429, -1.982], [-4.140, 2.730, -2.394], [-3.992, 3.942, -3.673], [-3.855, -3.065, 0.504], [-3.362, -1.597, -0.549], [-3.423, -0.137, 0.602], [-4.434, -1.185, -2.016], [-1.705, -1.962, -1.265], [-1.636, -3.134, -2.072], [-2.657, -4.065, -2.268], [-2.456, -5.185, -3.058], [-1.238, -5.409, -3.679], [-0.209, -4.496, -3.520], [-0.446, -3.390, -2.730], [0.508, -2.375, -2.512], [1.819, -2.624, -3.001], [2.677, -3.366, -2.216], [3.941, -3.647, -2.718], [4.310, -3.190, -3.977], [3.415, -2.459, -4.749], [2.144, -2.177, -4.265], [-4.277, -2.693, 1.441], [-2.990, -3.684, 0.758], [-4.606, -3.712, 0.048], [-4.461, -0.160, 0.957], [-3.277, 0.841, 0.142], [-2.798, -0.240, 1.490], [-5.441, -0.929, -1.674], [-4.524, -1.980, -2.755], [-4.029, -0.304, -2.522], [-3.619, -3.933, -1.801], [-3.264, -5.893, -3.185], [-1.085, -6.290, -4.287], [0.747, -4.651, -4.000], [2.354, -3.727, -1.246], [4.634, -4.232, -2.127], [5.293, -3.419, -4.367], [3.697, -2.127, -5.740], [1.412, -1.643, -4.859], [2.564, 2.310, 0.681], [2.150, 2.456, -0.781], [2.147, 0.580, -1.811], [4.117, -0.137, -1.429], [5.130, 0.388, -2.443], [2.044, 1.117, -3.875], [2.472, 2.555, -4.150], [2.516, 3.277, 1.183], [3.587, 1.946, 0.778], [1.913, 1.623, 1.228], [2.848, 3.092, -1.329], [1.163, 2.908, -0.879], [4.075, -1.223, -1.426], [4.355, 0.184, -0.413], [4.893, 0.060, -3.457], [6.126, 0.014, -2.202], [5.184, 1.479, -2.441], [1.009, 0.945, -4.173], [2.663, 0.403, -4.415], [1.869, 3.274, -3.591], [2.350, 2.782, -5.210], [3.521, 2.722, -3.897]], "spin_multiplicity": 2, "gap_ev": [5.68, 6.33], "charge": 2, "energy_ev": -77655.7599, "s2": 0.982}

=====

{"formula": "C49H77AlN10O4P", "method": "wB97M-V/def2-TZVPD", "elements": ["C", "C", "O", "C", "C", "C", "C", "C", "Al", "N", "C", "C", "P", "O", "O", "C", "C", "O", "C", "C", "H", "H", "H", "H", "H", "H", "H", "H", "H", "H", "H", "H", "H", "H", "H", "H", "H", "H", "H", "H", "H", "H", "H", "H", "H", "H", "H", "H", "H", "H", "H", "H", "N", "C", "C", "C", "C", "H", "H", "H", "H", "H", "N", "C", "C", "C", "C", "H", "H", "H", "H", "H", "N", "C", "C", "C", "C", "H", "H", "H", "H", "H", "N", "C", "C", "C", "C", "H", "H", "H", "H", "H", "N", "C", "C", "C", "C", "H", "H", "H", "H", "H", "N", "C", "C", "C", "C", "H", "H", "H", "H", "H", "N", "C", "C", "C", "C", "H", "H", "H", "H", "H", "N", "C", "C", "C", "C", "H", "H", "H", "H", "H", "N", "C", "C", "C", "C", "H", "H", "H", "H", "H"], "xyz": [[6.569, -0.124, 2.281], [5.684, -0.490, 1.107], [4.348, -0.196, 1.444], [3.391, -1.031, 0.796], [1.995, -0.509, 1.076], [1.430, 0.443, 0.005], [1.016, 1.841, 0.518], [-0.504, 2.099, 0.504], [-1.722, 0.702, 1.378], [-2.236, 1.239, 3.119], [-3.343, 0.386, 0.162], [-4.600, -0.182, 0.869], [-4.408, -1.851, 1.465], [-3.195, -2.199, 2.210], [-4.597, -2.739, 0.138], [-3.556, -3.698, -0.131], [-2.326, -3.040, -0.734], [-5.762, -2.179, 2.266], [-5.695, -2.129, 3.700], [-5.245, -0.799, 4.275], [6.598, 0.954, 2.416], [6.186, -0.600, 3.183], [7.568, -0.525, 2.108], [5.993, 0.065, 0.215], [5.775, -1.564, 0.901], [3.508, -2.050, 1.187], [3.598, -1.042, -0.279], [2.005, -0.016, 2.047], [1.318, -1.358, 1.174], [0.548, -0.023, -0.435], [2.178, 0.561, -0.784], [1.378, 1.964, 1.541], [1.525, 2.583, -0.106], [-0.788, 2.218, -0.553], [-0.672, 3.089, 0.948], [-0.914, -0.697, 1.451], [-3.188, 1.568, 3.220], [-1.621, 1.966, 3.465], [-3.066, -0.230, -0.697], [-3.643, 1.359, -0.249], [-4.917, 0.489, 1.666], [-5.439, -0.240, 0.162], [-3.983, -4.400, -0.849], [-3.313, -4.265, 0.765], [-1.648, -2.671, 0.031], [-2.674, -2.222, -1.362], [-1.800, -3.732, -1.394], [-5.064, -2.942, 4.055], [-6.711, -2.341, 4.035], [-4.160, -0.709, 4.290], [-5.596, -0.745, 5.307], [-5.685, 0.037, 3.737], [6.383, -3.828, 5.091], [7.488, -4.638, 5.092], [7.939, -4.729, 3.802], [7.069, -3.947, 2.991], [6.120, -3.405, 3.816], [5.842, -3.586, 5.900], [7.857, -5.075, 6.003], [8.794, -5.296, 3.474], [7.132, -3.799, 1.926], [5.287, -2.753, 3.611], [9.126, -1.368, 4.496], [10.093, -1.482, 3.543], [11.054, -0.538, 3.803], [10.634, 0.186, 4.952], [9.443, -0.359, 5.357], [8.294, -1.934, 4.541], [10.014, -2.218, 2.761], [11.947, -0.372, 3.224], [11.142, 1.012, 5.422], [8.794, -0.112, 6.182], [-8.399, 2.423, -3.094], [-8.394, 1.069, -2.857], [-7.159, 0.734, -2.374], [-6.391, 1.927, -2.306], [-7.177, 2.950, -2.758], [-9.173, 2.944, -3.461], [-9.265, 0.468, -3.057], [-6.837, -0.256, -2.096], [-5.371, 2.012, -1.966], [-6.977, 4.002, -2.868], [-1.545, -0.856, -4.423], [-1.011, -1.833, -5.218], [0.101, -2.322, -4.582], [0.239, -1.610, -3.357], [-0.792, -0.712, -3.291], [-2.367, -0.322, -4.637], [-1.462, -2.095, -6.160], [0.741, -3.106, -4.953], [1.000, -1.744, -2.606], [-1.061, 0.004, -2.531], [7.609, 2.410, 4.609], [6.332, 2.875, 4.460], [6.404, 4.165, 4.009], [7.783, 4.492, 3.888], [8.500, 3.385, 4.262], [7.859, 1.488, 4.917], [5.483, 2.248, 4.672], [5.561, 4.797, 3.783], [8.201, 5.427, 3.552], [9.560, 3.205, 4.303], [-7.910, -0.534, -7.146], [-7.313, -1.515, -7.892], [-6.235, -1.977, -7.186], [-6.180, -1.246, -5.967], [-7.227, -0.364, -5.972], [-8.724, -0.017, -7.419], [-7.705, -1.800, -8.853], [-5.562, -2.755, -7.505], [-5.458, -1.358, -5.175], [-7.540, 0.363, -5.242], [3.781, 6.491, 1.450], [4.107, 5.173, 1.263], [2.953, 4.440, 1.337], [1.888, 5.351, 1.578], [2.430, 6.607, 1.644], [4.432, 7.252, 1.447], [5.126, 4.871, 1.095], [2.877, 3.371, 1.228], [0.845, 5.108, 1.688], [1.972, 7.568, 1.808], [-10.316, 1.294, -0.135], [-11.439, 1.539, 0.608], [-11.619, 0.482, 1.459], [-10.560, -0.437, 1.220], [-9.775, 0.092, 0.231], [-9.942, 1.897, -0.845], [-12.009, 2.442, 0.471], [-12.417, 0.380, 2.176], [-10.391, -1.376, 1.719], [-8.881, -0.278, -0.238], [1.948, -0.848, -7.014], [2.726, -1.934, -7.289], [3.053, -1.894, -8.620], [2.444, -0.733, -9.168], [1.770, -0.110, -8.149], [1.553, -0.639, -6.112], [2.979, -2.642, -6.519], [3.659, -2.616, -9.141], [2.494, -0.395, -10.189], [1.182, 0.791, -8.137]], "spin_multiplicity": 1, "gap_ev": 6.14, "charge": -1, "energy_ev": -91040.8537}